(1)
Formula: C31H68N4O5
Source: the Open Molecules 2025 dataset
Level of theory: ωB97M-V/def2-TZVPD

```
108
Properties=species:S:1:pos:R:3:forces:R:3
C 0.10923 5.14192 -2.61871 0.455 0.274 0.148
C -0.82269 6.35764 -2.81378 0.110 -1.917 -0.506
C -0.23558 7.66611 -2.31845 0.058 0.144 -1.292
O -1.12944 6.27856 -4.24628 0.458 0.808 0.863
H 0.90949 5.20812 -3.35857 0.263 0.371 0.185
H -0.33613 4.19093 -2.87992 -0.687 -0.090 0.136
H 0.55331 5.03840 -1.60978 -0.296 0.304 -0.450
H -1.77584 6.16064 -2.33425 -0.147 0.043 0.513
H 0.70445 7.86469 -2.86171 -0.081 -0.176 0.520
H -0.10536 7.69185 -1.22539 -0.073 0.000 -0.513
H -0.90858 8.45141 -2.67762 -0.025 0.200 0.527
H -1.76102 6.97995 -4.43490 -0.031 0.004 -0.118
C -0.89579 2.08740 5.34838 0.100 0.360 0.717
C -1.86854 1.67601 4.27532 -0.912 0.803 -0.426
C -1.20597 1.83086 2.87827 -0.921 0.248 0.931
O -2.31192 0.33065 4.50827 -0.603 0.196 -0.366
H -1.25634 1.99056 6.38066 -0.272 -0.200 -0.354
H -0.56672 3.13662 5.26210 -0.141 -0.379 -0.319
H -0.03567 1.45034 5.25721 0.707 -0.275 0.063
H -2.75793 2.34273 4.33118 0.400 -0.264 -0.119
H -0.42673 1.10482 2.82627 0.546 -0.874 -0.257
H -0.67912 2.79061 2.77688 -0.593 -0.004 -0.117
H -1.97402 1.65218 2.10956 0.592 0.281 0.090
H -3.23643 0.20983 4.16680 1.076 0.320 0.346
C 0.21517 -0.90607 -3.69417 -1.786 0.375 -0.596
C 1.52544 -0.40814 -4.17753 1.758 -0.782 0.327
C 1.49496 0.81666 -5.05769 0.041 -0.582 -1.138
O 2.42838 -0.24508 -3.04477 -0.313 0.731 -0.124
H 0.30706 -1.65459 -2.92794 0.180 -0.695 -0.029
H -0.42855 -1.22405 -4.54007 0.537 -0.360 0.373
H -0.40448 -0.13390 -3.25384 0.081 0.639 0.289
H 2.04929 -1.22877 -4.69759 -0.440 0.219 -0.210
H 0.71656 0.69894 -5.84584 0.528 0.120 0.482
H 2.47125 0.96660 -5.55134 -0.427 -0.051 0.220
H 1.26719 1.69853 -4.49450 -0.273 0.618 0.433
H 2.33347 0.66468 -2.72034 0.097 -0.279 -0.061
C 2.96637 2.98448 4.96810 0.441 -0.670 0.458
C 2.53959 3.08266 3.55374 0.024 0.841 -1.377
C 2.05103 4.48604 3.22070 -0.495 0.056 0.872
O 3.62278 2.79623 2.65452 -0.133 -0.769 0.158
H 3.27730 1.97904 5.20922 0.249 -0.350 0.123
H 2.20806 3.25004 5.65257 -1.385 0.127 0.672
H 3.74533 3.67058 5.23550 0.839 0.329 -0.341
H 1.72265 2.40991 3.30499 -0.144 -0.377 0.260
H 1.07030 4.69220 3.70237 0.513 -0.146 -0.224
H 1.94030 4.57972 2.15824 -0.061 0.159 -0.578
H 2.75564 5.23163 3.59179 0.062 0.050 -0.142
H 3.55901 1.84031 2.43565 0.052 0.784 0.103
C -4.24182 0.05683 0.82635 0.332 0.478 0.409
C -4.54609 -0.92993 1.92600 -1.003 -0.150 -0.631
C -3.32693 -1.72367 2.29809 0.311 -0.139 -0.506
O -5.06077 -0.24929 3.10853 0.918 -0.541 -0.244
H -5.15948 0.50083 0.46576 -0.233 0.230 -0.234
H -3.74585 -0.42447 -0.01742 -0.035 0.133 0.128
H -3.61754 0.85661 1.25732 -0.086 -0.216 -0.349
H -5.36624 -1.57220 1.54000 0.467 -0.078 0.375
H -2.95151 -2.40157 1.52121 -0.565 0.137 -0.142
H -3.51452 -2.31078 3.16433 -0.060 -0.503 0.880
H -2.49105 -1.06934 2.47894 0.251 0.389 0.409
H -5.84992 0.22122 2.84356 -0.220 0.203 -0.042
C 0.04290 -2.33368 3.67703 -0.178 0.771 0.924
C 1.53055 -2.53745 3.84786 0.434 0.518 0.717
C 2.04034 -3.82739 3.21378 -0.977 0.033 0.220
C 1.70422 -3.87675 1.78610 0.830 0.091 0.944
N 1.48331 -3.93778 0.66917 -0.356 -0.010 -1.046
H -0.20448 -2.32129 2.63010 -0.336 -0.311 -0.533
H -0.22890 -1.32490 4.04130 -0.049 -0.527 0.019
H -0.56314 -3.07530 4.23673 0.295 0.335 -0.463
H 1.83878 -2.41426 4.90223 -0.302 -0.824 -0.183
H 2.08320 -1.71222 3.43763 0.064 0.496 -0.744
H 1.45271 -4.64679 3.63661 0.474 -0.253 0.249
H 3.10642 -3.94255 3.37454 0.074 -0.303 -0.113
C -0.68640 1.31626 -0.46742 0.799 1.326 -1.412
C -0.70050 -0.08879 0.00396 0.802 -0.812 0.015
C 0.71553 -0.68726 -0.04335 0.172 0.297 0.147
C 1.67223 -0.19015 0.96554 -0.817 -0.400 -0.462
N 2.41834 0.27710 1.69822 0.224 0.015 0.298
H 0.06485 1.91908 0.08187 -0.464 -0.279 -0.025
H -1.63211 1.82495 -0.43356 -0.559 0.155 0.347
H -0.38530 1.41148 -1.53752 -0.057 -0.306 0.567
H -1.24813 -0.81698 -0.59467 -0.548 0.508 -0.293
H -1.12325 -0.13039 0.99377 -0.004 -0.231 0.445
H 1.19788 -0.44916 -0.99002 -0.109 0.025 -0.256
H 0.59534 -1.75907 -0.05421 0.558 -0.449 0.511
C 4.51473 -4.96931 -5.18677 0.373 0.306 -0.951
C 4.20021 -3.60217 -4.65167 0.526 0.237 -0.262
C 3.47291 -3.68187 -3.35463 -1.179 0.395 1.154
C 2.07581 -4.15286 -3.51495 -0.046 -0.092 0.169
N 0.99193 -4.52634 -3.63322 0.421 0.238 -0.020
H 3.59771 -5.52583 -5.37944 0.180 -0.185 -0.177
H 5.16350 -5.50697 -4.51559 0.052 -0.374 0.438
H 5.11355 -4.81021 -6.09433 -0.416 -0.459 -0.074
H 3.66462 -3.02092 -5.39869 -0.091 0.166 0.030
H 5.13750 -3.10240 -4.43470 0.202 0.325 -0.143
H 3.43131 -2.70622 -2.81867 0.021 -0.605 -0.320
H 3.99426 -4.41048 -2.72675 -0.160 0.157 0.207
C -3.14073 -4.59732 -0.67650 0.426 -0.430 1.930
C -2.08043 -4.15871 -1.65580 -0.528 1.196 -0.624
C -2.69886 -3.37355 -2.83584 -0.655 0.416 -0.253
C -3.51133 -2.19609 -2.49796 0.504 -0.483 0.890
N -4.12039 -1.28465 -2.16760 -0.343 0.445 -0.123
H -3.68652 -3.77316 -0.18727 0.334 -0.138 -0.235
H -2.66955 -5.21949 0.14605 -0.504 0.751 -0.813
H -3.89828 -5.23460 -1.11628 -0.073 -0.137 -0.404
H -1.59284 -5.02433 -2.05058 0.386 -0.472 -0.457
H -1.28226 -3.52249 -1.26176 -0.184 -0.189 0.494
H -3.42779 -3.97400 -3.38151 0.390 -0.417 -0.301
H -1.97250 -2.93747 -3.51719 0.389 -0.623 -0.238
```
Positions in Å, forces in eV/Å.

Values from the calculation:
energy	-49446.4623	eV
HOMO energy	-9.7	eV
ΔE to the lowest compared entry with this formula, charge and spin	0.0	kJ/mol
gap between HOMO and LUMO	10.24	eV
SMILES	CC(C)O.CC(C)O.CC(C)O.CC(C)O.CC(C)O.CCCC#N.CCCC#N.CCCC#N.CCCC#N

***

(2)
Formula: C31H70FNO17
Source: the Open Molecules 2025 dataset
Level of theory: ωB97M-V/def2-TZVPD

```
120
Properties=species:S:1:pos:R:3:forces:R:3
C -1.68326 -0.30003 4.98890 -0.276 -0.317 0.248
C -3.15790 0.06796 5.20401 0.693 -0.306 0.001
C -3.86478 0.74487 3.99965 1.178 -0.366 0.695
F -4.41445 1.93502 4.46285 -0.488 -0.037 -0.196
C -2.90034 1.05644 2.88574 -0.436 0.117 -0.069
C -2.25429 2.28475 2.81443 0.329 -0.319 -0.443
C -1.31754 2.55371 1.80630 -0.475 -0.198 0.446
C -0.66195 3.91805 1.78277 -0.120 -0.744 -0.258
C -1.33718 4.82162 0.78446 -0.254 -0.052 -0.095
O -0.76551 5.50554 0.00861 0.724 0.681 -0.475
O -2.70682 4.86024 0.85310 -0.294 -0.288 0.242
C -1.04731 1.53779 0.88395 0.034 0.309 -0.100
C -1.72695 0.31720 0.93306 -0.017 0.354 0.441
C -2.65796 0.07585 1.92759 0.256 0.223 -0.360
C -1.41925 -0.69841 -0.11176 0.138 0.241 -0.031
O -2.28456 -1.37439 -0.60665 -0.242 -0.332 -0.049
C 0.02588 -0.76533 -0.49729 0.373 0.005 0.179
C 0.72558 -2.07157 -0.79149 -0.233 0.038 -0.585
C -0.10945 -3.32633 -0.69623 -0.622 -0.164 0.759
N -0.63372 -3.59526 0.67123 0.491 -0.238 -0.195
C 0.68124 0.40408 -0.53665 0.092 -0.070 -0.112
C 2.14045 0.55948 -0.88094 -0.249 0.447 -0.132
O 2.49589 -0.06689 -2.09957 0.067 -0.471 0.313
C 3.72358 -0.76514 -1.98017 0.062 0.247 -0.016
C -0.02559 1.67045 -0.18901 -0.105 -0.436 0.302
O 0.25860 2.72153 -0.72451 0.153 0.228 0.152
H -1.27483 -0.75790 5.88865 -0.069 0.038 0.153
H -1.04219 0.54475 4.75973 0.020 0.036 -0.205
H -1.60631 -1.06462 4.21605 0.233 0.127 -0.218
H -3.21350 0.71218 6.07993 -0.255 0.244 -0.109
H -3.67133 -0.85792 5.45496 -0.291 0.062 0.014
H -4.61442 0.03770 3.65296 -0.489 0.480 -0.088
H -2.44791 3.04819 3.55343 -0.143 -0.012 0.068
H 0.37876 3.81435 1.49771 0.135 0.288 0.039
H -0.74782 4.36948 2.76826 0.025 0.065 0.094
H -3.08179 4.17040 0.28913 -0.046 0.026 0.026
H -3.15810 -0.88327 1.94394 -0.171 0.018 0.059
H 1.62724 -2.13026 -0.17667 -0.006 -0.026 0.198
H 1.08649 -2.00537 -1.81796 0.099 -0.024 -0.065
H 0.44612 -4.18685 -1.05122 0.291 -0.011 0.107
H -0.96113 -3.24689 -1.35652 0.030 0.171 -0.265
H -0.56237 -2.76863 1.25018 -0.157 -0.017 0.090
H -1.60760 -3.84041 0.56580 -0.127 0.190 0.285
H 2.35750 1.62612 -0.95696 0.021 0.065 -0.039
H 2.71674 0.19316 -0.02450 0.132 -0.297 -0.097
H 3.93312 -1.28274 -2.91078 -0.095 0.091 -0.168
H 4.52667 -0.05460 -1.76882 0.173 -0.081 -0.017
H 3.69450 -1.51020 -1.18089 -0.076 -0.016 0.085
C 1.60238 -1.82196 5.87940 0.179 0.242 -0.005
O 1.51714 -0.53123 5.28353 0.065 -0.050 0.069
H 0.68184 -2.35354 5.65631 -0.024 0.020 -0.023
H 2.44506 -2.38515 5.47115 -0.046 -0.099 0.031
H 1.71420 -1.74256 6.96454 -0.021 -0.098 0.012
H 2.33692 -0.06740 5.48682 -0.015 0.083 -0.077
C 0.41693 -4.44689 -4.41695 -0.368 -0.132 0.025
O -0.48203 -4.42913 -3.30562 0.126 -0.047 -0.349
H 1.33657 -3.95062 -4.11871 -0.004 -0.023 0.073
H 0.64935 -5.47207 -4.70738 0.149 0.052 -0.075
H -0.01863 -3.91325 -5.26655 0.109 0.011 -0.051
H -1.29007 -4.87091 -3.58118 -0.014 0.023 0.029
C -1.51927 2.66275 -4.11755 0.128 -0.095 0.260
O -1.71270 2.81662 -2.70949 0.020 0.053 -0.226
H -2.46744 2.84237 -4.61637 -0.013 -0.005 0.019
H -0.78097 3.37794 -4.48888 -0.030 -0.022 -0.088
H -1.18728 1.64785 -4.34766 -0.039 -0.001 -0.133
H -0.85811 2.65744 -2.28770 -0.169 0.247 -0.003
C -0.25008 6.77882 -3.01511 -0.112 -0.120 0.044
O -0.98559 6.06468 -4.01045 -0.006 -0.001 -0.048
H 0.38751 7.50833 -3.50869 -0.051 -0.042 -0.137
H -0.93860 7.29695 -2.34699 0.112 0.039 0.093
H 0.36702 6.09082 -2.43642 0.020 0.086 0.083
H -1.54302 5.43172 -3.54469 0.007 -0.088 0.013
C 3.33214 -7.57685 -5.15582 0.074 0.212 -0.161
O 3.27670 -6.15595 -5.20805 0.034 -0.071 -0.023
H 2.86355 -7.89499 -4.22769 -0.008 0.034 0.018
H 2.79192 -8.01885 -5.99763 0.003 -0.097 0.045
H 4.36736 -7.92738 -5.16970 -0.030 -0.101 0.034
H 3.69017 -5.87856 -6.03318 -0.091 0.102 -0.018
C -0.04920 4.87762 -7.23709 -0.174 0.094 0.193
O -1.33896 5.21104 -6.75261 -0.031 -0.086 -0.119
H -0.16646 4.41452 -8.21479 -0.012 -0.007 -0.007
H 0.57248 5.77190 -7.34223 0.083 -0.064 -0.037
H 0.44927 4.16911 -6.56774 0.099 -0.005 -0.066
H -1.22294 5.62083 -5.88416 -0.005 0.058 0.090
C 3.27402 -2.99626 -7.86028 -0.138 -0.156 -0.130
O 3.45487 -4.33436 -8.32135 0.057 0.033 0.156
H 4.12076 -2.74671 -7.22647 0.027 -0.039 -0.004
H 3.24009 -2.29828 -8.69982 0.016 0.073 0.058
H 2.35431 -2.90689 -7.27690 0.031 0.085 0.037
H 2.70463 -4.55161 -8.88092 0.023 -0.064 -0.011
C 2.42942 2.45896 7.25412 0.313 0.108 -0.076
O 3.67516 2.18319 6.62470 -0.295 -0.084 -0.070
H 1.77737 1.60432 7.08597 -0.035 0.018 -0.006
H 2.56121 2.59963 8.33084 -0.115 0.008 0.015
H 1.96755 3.35172 6.82325 -0.128 -0.028 0.075
H 4.26226 2.93104 6.77635 0.234 -0.186 0.038
C -5.45928 -2.98418 3.21846 -0.226 0.060 0.162
O -5.74563 -1.91623 4.11970 0.070 -0.145 -0.109
H -4.46494 -2.81851 2.80963 0.014 0.030 0.023
H -5.47372 -3.94492 3.73831 0.066 -0.042 -0.072
H -6.18143 -3.00561 2.39920 0.072 -0.049 -0.064
H -6.62379 -2.06737 4.47969 0.001 0.083 0.042
C -0.58810 -4.86316 4.52453 0.010 -0.051 -0.318
O 0.12786 -5.38239 3.41590 -0.163 -0.003 0.166
H -0.06386 -5.15680 5.43161 0.017 -0.004 0.000
H -0.63679 -3.77003 4.48106 -0.065 0.009 0.096
H -1.60558 -5.26566 4.55903 -0.021 0.045 0.120
H -0.34298 -5.11161 2.61773 0.286 0.087 -0.216
C -5.06559 1.94396 -5.79595 0.187 0.180 -0.157
O -3.99554 1.98739 -6.73382 -0.119 -0.047 0.111
H -5.36995 0.90609 -5.68820 0.025 -0.026 -0.018
H -4.74801 2.32274 -4.82021 -0.093 -0.041 0.053
H -5.91818 2.52971 -6.15000 -0.062 -0.037 0.077
H -3.72838 2.90663 -6.82804 0.117 0.022 -0.075
C 7.73535 2.67134 7.41796 -0.105 0.104 0.144
O 6.40127 3.09661 7.68415 -0.007 0.066 -0.041
H 7.73665 2.17014 6.45414 -0.051 0.000 -0.010
H 8.41450 3.52621 7.37646 0.064 -0.053 -0.043
H 8.07804 1.97183 8.18376 0.065 -0.029 -0.055
H 6.39998 3.53934 8.53692 -0.030 -0.002 0.003
```
Positions in Å, forces in eV/Å.

Values from the calculation:
energy	-72291.3235	eV
HOMO energy	-9.3	eV
gap between HOMO and LUMO	8.33	eV

***

Values for max |F|, Eh/bohr, ordered as above
0.0408 0.0275